[1]
Computed, not measured: C10H16N2O4S2 in the gas phase, with ωB97M-V with the def2-TZVPD basis set.

Properties
Energy relative to the best compared isomer or geometry (same formula, charge and spin) (eV): 0.000
Orbital gap (eV): 8.101
SMILES string: COCCOC(=O)c1sc(=S)n(CCOC)c1N

ORCA input file:
```
! wB97M-V def2-TZVPD RIJCOSX def2/J DEFGRID3
* xyz 0 1
C -0.165 -2.920 -3.478
H 0.113 -2.127 -4.181
O 0.865 -3.876 -3.360
C 2.119 -3.342 -3.027
C 2.226 -2.851 -1.582
H 1.665 -3.508 -0.909
H 3.273 -2.837 -1.261
O 1.702 -1.529 -1.503
C 1.508 -1.031 -0.274
O 1.768 -1.631 0.755
C 0.929 0.284 -0.300
C 0.563 1.004 0.817
N 0.812 0.640 2.090
H 0.151 0.947 2.791
H 1.173 -0.306 2.166
N -0.035 2.196 0.511
C -0.198 2.439 -0.829
S -0.925 3.772 -1.442
S 0.484 1.134 -1.767
C -0.459 3.156 1.503
C -1.837 2.826 2.075
O -1.727 1.707 2.931
C -2.961 1.295 3.468
H -2.752 0.437 4.104
H -3.658 1.004 2.675
H -3.415 2.094 4.065
H -2.215 3.692 2.636
H -2.538 2.614 1.255
H 0.280 3.180 2.306
H -0.507 4.129 1.007
H 2.827 -4.161 -3.173
H 2.378 -2.510 -3.698
H -0.412 -2.463 -2.516
H -1.033 -3.456 -3.856
*
```

Löwdin population analysis, charges in e, atoms 1 to 2:
1. C -0.100
2. H 0.094

[2]
Computed, not measured: C10H16N2O5 as an isolated structure, with ωB97M-V with the def2-TZVPD basis set.

Properties
Energy relative to the best compared isomer or geometry (same formula, charge and spin) (eV): 10.530
Orbital gap (eV): 9.939

ORCA input file:
```
! wB97M-V def2-TZVPD RIJCOSX def2/J DEFGRID3
* xyz 0 1
C -0.448 0.767 0.913
C -0.224 0.580 -0.601
C 0.179 -0.133 2.018
C -0.069 0.664 3.393
C -1.444 0.014 4.172
C 1.244 -0.044 -2.155
C 1.470 1.364 -2.745
C 0.497 -1.147 -3.210
C 0.276 -2.318 -2.155
C 0.473 -1.645 -0.567
H -2.428 0.247 1.815
H -2.059 1.760 0.458
H 0.234 1.586 0.791
H 1.424 0.223 1.897
H -0.016 -1.437 1.987
H 0.730 0.688 4.382
H -0.428 1.926 3.137
H -2.041 1.387 3.064
H 2.355 -0.474 -2.083
H -0.520 -0.740 -3.573
H 1.152 -1.757 -4.002
H 1.256 -3.022 -2.010
H -0.628 -2.859 -2.269
H -0.436 -1.858 0.100
H 1.420 -2.113 -0.081
H 0.990 2.340 -4.456
N -1.635 1.262 1.396
N 0.675 -0.238 -0.856
O -1.078 1.317 -1.303
O -1.533 -0.991 4.955
O -2.508 0.819 3.705
O 2.094 2.298 -2.176
O 1.027 1.534 -3.941
*
```

Löwdin population analysis, charges in e, atoms 1 to 2:
1. C -0.457
2. C -0.409

[3]
Computed, not measured: C10H16N2O5 in the gas phase, with ωB97M-V with the def2-TZVPD basis set.

Properties
Energy relative to the best compared isomer or geometry (same formula, charge and spin) (eV): 3.376
Orbital gap (eV): 9.863
SMILES string: O=C(O)CC[C@H](NC(=O)[C@@H]1CCCN1)C(=O)O

ORCA input file:
```
! wB97M-V def2-TZVPD RIJCOSX def2/J DEFGRID3
* xyz 0 1
C -1.304 -1.367 0.469
C -0.134 -0.860 -0.307
C -2.397 -1.961 -0.405
C -3.616 -0.960 -0.420
C -3.008 0.329 0.014
C 2.214 -0.214 0.071
C 3.242 -1.288 -0.043
C 2.562 1.262 0.363
C 1.827 2.253 -0.540
C 0.301 2.302 -0.141
H -2.275 -0.014 1.928
H -0.836 -2.049 1.313
H -2.843 -2.912 -0.279
H -1.913 -1.885 -1.377
H -4.417 -1.220 0.367
H -3.975 -0.784 -1.427
H -2.756 1.056 -0.689
H -3.886 0.903 0.525
H 0.813 -0.899 1.535
H 2.183 -0.279 -0.958
H 3.646 1.428 0.268
H 2.433 1.344 1.452
H 1.483 1.871 -1.614
H 2.154 3.252 -0.662
H -0.706 1.790 1.271
H 5.033 -1.209 -0.805
N -1.845 -0.038 0.907
N 0.953 -0.717 0.525
O -0.068 -0.634 -1.467
O 3.229 -2.396 0.306
O -0.624 2.620 -0.834
O 0.170 1.973 1.094
O 4.359 -0.695 -0.443
*
```

Löwdin population analysis, charges in e, atoms 1 to 2:
1. C -0.234
2. C -0.492

[4]
Computed, not measured: C10H16N2PPtSe as an isolated structure, with ωB97M-V with the def2-TZVPD basis set.

Properties
Orbital gap (alpha / beta) (eV): 2.301 / 5.729
⟨S²⟩: 2.025

ORCA input file:
```
! wB97M-V def2-TZVPD RIJCOSX def2/J DEFGRID3
* xyz -1 3
C 1.372 -0.167 -1.816
C 0.224 -0.130 -2.874
C -0.752 -1.045 -2.360
C -0.110 -2.061 -1.740
C 1.184 -1.570 -1.141
Pt -0.224 -0.129 -0.498
P -0.412 2.040 0.178
H 2.304 0.473 -1.797
H -0.105 0.645 -3.580
H -1.926 -1.141 -2.966
H 1.933 -2.102 -0.345
H -0.820 -3.020 -1.588
H -1.508 2.428 1.058
H -0.465 3.078 -0.766
H 0.756 2.532 1.001
C 2.233 0.258 3.152
N 0.945 0.811 3.631
C 0.832 1.661 4.670
C -0.445 1.942 4.866
N -1.183 1.263 3.959
C -2.648 1.317 3.772
C -0.308 0.511 3.232
Se -0.875 -0.653 2.014
H 2.959 0.709 3.829
H 2.457 0.555 2.121
H 2.168 -0.816 3.298
H 1.682 1.937 5.241
H -0.847 2.545 5.653
H -3.094 1.243 4.771
H -2.934 2.271 3.305
H -2.859 0.458 3.126
*
```

Löwdin population analysis, charges in e, atoms 1 to 2:
1. C -0.335
2. C -0.215

[5]
Computed, not measured: a 2-piece molecular cluster, C10H16NO overall, with ωB97M-V with the def2-TZVPD basis set.

Properties
Energy relative to the best compared isomer or geometry (same formula, charge and spin) (eV): 0.000
Orbital gap (eV): 6.654

ORCA input file:
```
! wB97M-V def2-TZVPD RIJCOSX def2/J DEFGRID3
* xyz 1 1
C 1.298 -0.008 1.046
C 0.669 1.234 0.973
C -0.690 1.530 1.042
C -1.787 0.681 1.068
C -1.786 -0.710 1.021
C -0.684 -1.556 1.012
C 0.678 -1.258 1.023
H 2.389 -0.007 1.032
H 1.329 2.095 0.833
H -0.934 2.598 1.020
H -2.771 1.158 1.112
H -2.767 -1.198 0.991
H -0.919 -2.630 0.951
H 1.346 -2.128 0.974
C 1.222 1.244 6.520
C 2.286 1.108 5.455
O 3.531 1.008 6.146
C 2.064 -0.057 4.498
N 3.219 -0.062 3.581
H 0.234 1.379 6.074
H 1.193 0.350 7.165
H 1.425 2.119 7.150
H 2.300 2.024 4.850
H 4.202 0.774 5.473
H 2.056 -0.997 5.078
H 1.068 0.060 4.009
H 3.232 -0.863 2.958
H 3.221 0.780 3.008
*
```

Löwdin population analysis, charges in e, atoms 1 to 2:
1. C -0.023
2. C 0.008

[6]
Computed, not measured: an isolated ion of composition C10H16NO and charge +1, with ωB97M-V with the def2-TZVPD basis set.

Properties
Energy relative to the best compared isomer or geometry (same formula, charge and spin) (eV): 4.092
Orbital gap (alpha / beta) (eV): 7.280 / 7.744

ORCA input file:
```
! wB97M-V def2-TZVPD RIJCOSX def2/J DEFGRID3
* xyz 1 1
C -3.614 0.211 0.091
C -2.483 1.065 0.391
C -3.122 -1.104 0.043
C -1.379 0.145 0.258
C 0.478 -2.419 0.416
C 0.016 0.326 0.365
C 1.077 -1.014 0.139
C 2.182 -0.740 1.063
C 1.339 -0.882 -1.340
C 0.751 2.421 -0.660
N 0.653 1.658 0.539
O -1.782 -1.133 0.018
H -4.672 0.633 0.031
H -2.417 2.128 0.194
H -3.617 -2.077 -0.186
H 0.135 -2.851 -0.579
H 0.199 -2.960 1.364
H 2.673 0.183 0.788
H 2.944 -1.610 0.981
H 1.909 -0.674 2.053
H 0.491 -1.044 -2.026
H 2.046 -1.693 -1.505
H 1.944 0.027 -1.574
H 0.841 1.755 -1.429
H -0.152 2.972 -0.909
H 1.626 3.063 -0.668
H 0.192 2.160 1.364
H 1.746 1.454 0.777
*
```

Löwdin population analysis, charges in e, atoms 1 to 2:
1. C -0.025
2. C 0.021

[7]
Computed, not measured: a 2-piece molecular cluster, C10H16NOP overall, with ωB97M-V with the def2-TZVPD basis set.

Properties
Energy relative to the best compared isomer or geometry (same formula, charge and spin) (eV): 3.014
Orbital gap (eV): 9.374
SMILES string: NP(O)c1ccccc1.C=C(C)C

ORCA input file:
```
! wB97M-V def2-TZVPD RIJCOSX def2/J DEFGRID3
* xyz 0 1
C 3.630 -1.817 -0.209
C 3.078 -1.227 0.852
C 3.373 -1.183 -1.436
C 2.211 -0.163 0.821
C 2.549 -0.041 -1.537
C 1.845 0.428 -0.445
C -1.353 -1.272 -0.106
C -2.374 0.084 1.796
C -3.399 0.295 -0.451
C -2.443 -0.366 0.521
N 1.571 2.918 -0.974
O 0.261 2.124 0.884
P 0.492 1.641 -0.571
H 4.150 -2.697 -0.084
H 3.433 -1.599 1.732
H 3.842 -1.593 -2.286
H 1.784 0.267 1.628
H 2.249 0.545 -2.499
H -1.605 -2.204 0.522
H -1.440 -1.530 -1.120
H -0.405 -0.859 0.111
H -2.976 0.867 2.196
H -0.365 1.584 1.366
H -1.627 -0.284 2.447
H -2.892 0.523 -1.352
H -4.209 -0.404 -0.640
H -3.943 1.188 -0.155
H 1.799 3.377 -0.039
H 1.185 3.522 -1.693
*
```

Löwdin population analysis, charges in e, atoms 1 to 2:
1. C -0.085
2. C -0.120

[8]
Computed, not measured: C10H16NOS2 as an isolated structure, with ωB97M-V with the def2-TZVPD basis set.

Properties
Energy relative to the best compared isomer or geometry (same formula, charge and spin) (eV): 0.000
Orbital gap (eV): 6.173

ORCA input file:
```
! wB97M-V def2-TZVPD RIJCOSX def2/J DEFGRID3
* xyz -1 1
C 4.572 2.100 0.249
C 3.923 1.927 1.625
C 2.541 1.990 0.930
O 1.408 1.880 1.301
C 3.202 2.247 -0.433
H 5.173 3.009 0.182
H 5.115 1.210 -0.079
H 4.121 0.972 2.118
H 4.078 2.771 2.305
H 2.997 3.267 -0.784
H 2.944 1.499 -1.187
C -3.871 -1.296 0.098
C -3.342 -0.266 -0.900
C -2.021 -0.698 -1.537
N -1.047 -1.053 -0.513
C 0.304 -0.918 -0.776
S 0.861 -0.244 -2.219
S 1.517 -1.406 0.281
C -1.493 -2.153 0.334
C -2.794 -1.805 1.056
H -4.679 -0.844 0.681
H -4.297 -2.145 -0.450
H -4.078 -0.106 -1.696
H -3.199 0.698 -0.397
H -2.213 -1.566 -2.193
H -1.620 0.113 -2.156
H -1.669 -3.049 -0.289
H -0.696 -2.376 1.053
H -2.587 -1.053 1.827
H -3.150 -2.705 1.569
*
```

Löwdin population analysis, charges in e, atoms 1 to 2:
1. C -0.192
2. C -0.106

Taking the records one at a time from the top gives largest force on an atom values of 1.08; 12.29; 5.19; 7.68; 0.95; 4.50; 4.78; 1.30 eV/A.